Here is 19 unconnected molecules or ions with the total composition C45H97N7O55S12 in a non-equilibrium geometry from the Open Molecules 2025 dataset. Energies are from ωB97M-V/def2-TZVPD.

Last column: Mulliken charge in e.
Element x y z (Å)
C -2.42 4.42 -1.68  -0.59
C -2.19 2.97 -1.98  0.07
O -2.31 2.26 -0.74  -0.72
S -2.87 3.28 0.48  1.00
O -2.25 2.86 1.74  0.29
O -4.34 3.51 0.44  -0.66
O -2.11 4.51 -0.29  -0.33
H -3.48 4.52 -1.91  0.35
H -1.91 5.09 -2.37  0.43
H -1.15 2.80 -2.27  -0.02
H -2.81 2.51 -2.75  -0.29
C -5.14 4.30 3.44  0.48
C -4.20 5.55 3.47  0.19
O -3.91 5.75 4.89  -0.33
S -5.23 5.26 5.78  1.06
O -6.34 6.19 5.69  -0.57
O -4.87 4.80 7.13  -0.51
O -5.42 3.91 4.77  -0.33
H -4.60 3.48 2.97  -0.41
H -6.05 4.46 2.85  0.32
H -4.70 6.43 3.06  0.36
H -3.23 5.35 3.02  -0.21
C -5.07 -0.81 -0.85  -0.36
C -4.16 -1.91 -0.39  0.55
O -3.70 -2.50 -1.61  -0.24
S -4.81 -2.23 -2.94  1.10
O -5.45 -3.47 -3.35  -0.60
O -4.23 -1.30 -3.89  -0.22
O -5.80 -1.34 -1.91  -0.42
H -4.51 0.06 -1.17  0.01
H -5.78 -0.55 -0.06  0.48
H -4.65 -2.67 0.21  0.39
H -3.30 -1.49 0.14  -0.50
C 4.68 5.72 1.20  0.13
C 4.46 5.12 2.66  0.16
O 3.48 5.94 3.30  -0.16
S 3.60 7.43 2.75  1.17
O 4.52 8.23 3.60  -0.59
O 2.29 7.97 2.44  -0.57
O 4.33 7.05 1.31  -0.46
H 4.15 5.16 0.43  0.09
H 5.73 5.66 0.91  0.30
H 5.31 5.01 3.34  0.36
H 4.06 4.11 2.62  -0.43
C -1.58 -4.59 -1.54  0.38
C -0.08 -4.42 -1.78  2.15
O 0.32 -5.59 -2.47  -0.34
S -0.76 -6.86 -2.40  1.09
O -0.27 -7.93 -1.55  -0.55
O -1.42 -7.17 -3.68  -0.57
O -1.87 -5.96 -1.55  -0.47
H -2.15 -4.16 -2.36  -0.24
H -1.81 -4.13 -0.59  -0.29
H 0.51 -4.35 -0.86  -0.86
H 0.19 -3.59 -2.43  -0.21
C -1.50 -4.80 -7.93  -0.57
C -2.20 -3.54 -8.33  -0.28
O -2.73 -3.11 -7.05  -0.38
S -2.09 -3.82 -5.71  0.79
O -3.09 -4.77 -5.26  -0.57
O -1.55 -2.86 -4.75  0.10
O -0.94 -4.57 -6.66  -0.27
H -0.82 -5.15 -8.71  0.37
H -2.18 -5.65 -7.83  0.34
H -3.09 -3.70 -8.94  0.30
H -1.51 -2.82 -8.75  0.25
C 4.08 -7.23 -1.16  -0.48
C 3.74 -6.06 -2.07  0.52
O 4.99 -5.64 -2.59  -0.29
S 6.32 -6.43 -1.93  0.93
O 6.88 -5.71 -0.83  -0.48
O 7.19 -6.74 -3.08  -0.56
O 5.38 -7.71 -1.40  -0.41
H 3.46 -8.13 -1.15  0.34
H 4.22 -6.85 -0.15  0.36
H 3.07 -5.27 -1.71  -0.27
H 3.16 -6.60 -2.81  0.27
C 0.99 -4.05 2.21  0.45
C -0.50 -4.40 2.02  0.33
O -0.38 -5.57 1.16  -0.30
S 0.74 -6.59 1.80  1.08
O 1.41 -7.47 0.79  -0.44
O 0.28 -7.17 3.08  -0.62
O 1.71 -5.27 2.16  -0.35
H 1.17 -3.43 3.08  0.18
H 1.34 -3.48 1.35  -0.19
H -1.03 -3.56 1.58  -0.51
H -0.85 -4.75 2.99  0.46
C 4.85 -1.08 -1.80  0.19
C 5.52 -2.36 -2.24  -0.41
O 5.80 -3.05 -1.11  -0.35
S 4.74 -2.67 0.16  0.89
O 5.52 -2.06 1.28  -0.67
O 3.82 -3.76 0.37  -0.26
O 4.06 -1.51 -0.74  -0.01
H 4.26 -0.56 -2.56  -0.08
H 5.68 -0.45 -1.48  0.13
H 6.40 -2.15 -2.85  0.43
H 4.75 -2.98 -2.69  0.03
C -8.36 2.26 -5.04  -0.51
C -7.63 0.98 -5.48  -0.34
O -6.85 0.51 -4.39  -0.15
S -6.99 1.51 -3.07  0.92
O -5.64 1.80 -2.49  -0.10
O -8.05 0.98 -2.20  -0.57
O -7.56 2.77 -4.02  -0.37
H -9.29 2.07 -4.49  0.34
H -8.43 2.96 -5.87  0.32
H -6.92 1.27 -6.25  0.19
H -8.30 0.18 -5.79  0.35
C -3.39 -1.80 5.40  -0.40
C -2.48 -2.28 4.19  0.26
O -3.00 -1.67 3.00  -0.27
S -3.95 -0.28 3.40  0.92
O -5.06 -0.19 2.48  -0.61
O -3.13 0.87 3.78  -0.07
O -4.46 -1.01 4.82  -0.42
H -2.83 -1.23 6.14  0.15
H -3.77 -2.63 5.99  0.41
H -2.75 -3.33 4.09  0.37
H -1.41 -2.14 4.37  -0.16
C -0.12 3.88 3.73  0.90
C 0.30 5.35 3.51  0.26
O 0.72 5.81 4.75  -0.52
S 1.38 4.64 5.72  1.29
O 1.03 4.78 7.12  -0.59
O 2.82 4.45 5.30  -0.56
O 0.51 3.43 4.96  -0.12
H 0.25 3.27 2.90  -0.59
H -1.18 3.75 3.97  -0.34
H -0.44 6.05 3.13  0.36
H 1.19 5.44 2.90  -0.21
C 2.80 0.58 4.32  -1.32
C 1.71 -0.29 4.86  0.26
O 0.49 -0.05 4.74  -0.16
N 2.09 -1.39 5.56  0.03
C 1.33 -2.28 6.35  -0.99
H 3.32 0.09 3.50  0.40
H 3.61 0.78 5.03  0.60
H 2.46 1.58 4.05  -0.10
H 3.02 -1.63 5.25  0.22
H 0.28 -2.02 6.26  0.23
H 1.57 -2.18 7.41  0.39
H 1.49 -3.32 6.04  0.37
C 6.25 1.86 2.28  -0.22
C 7.00 2.33 1.03  0.37
O 6.32 2.72 0.11  -0.61
N 8.33 2.32 0.99  -0.12
C 9.23 1.98 2.12  -0.98
H 6.60 2.44 3.13  0.54
H 6.40 0.80 2.50  0.52
H 5.18 1.97 2.15  -0.71
H 8.79 2.66 0.16  0.28
H 9.73 1.05 1.85  0.33
H 8.86 1.79 3.13  0.33
H 9.92 2.77 2.41  0.34
C 0.77 -0.24 -5.70  -0.67
C 1.78 -1.10 -5.06  0.75
O 2.85 -0.71 -4.63  -0.71
N 1.53 -2.41 -5.03  0.14
C 2.34 -3.47 -4.48  -0.59
H 0.11 -0.85 -6.33  0.15
H 1.23 0.44 -6.42  0.40
H 0.19 0.37 -5.01  0.09
H 0.61 -2.68 -5.33  -0.21
H 3.35 -3.49 -4.89  0.48
H 1.85 -4.37 -4.86  0.29
H 2.25 -3.48 -3.40  -0.17
C -2.52 2.21 6.45  0.52
C -1.48 1.85 7.48  0.30
O -1.72 1.95 8.71  -0.75
N -0.32 1.37 6.97  0.76
C 0.80 1.00 7.82  -1.12
H -3.04 3.15 6.64  0.05
H -3.28 1.46 6.25  0.20
H -1.94 2.22 5.53  -0.57
H -0.31 0.88 6.09  -0.25
H 0.84 -0.09 7.81  0.26
H 0.74 1.38 8.84  0.44
H 1.73 1.23 7.31  0.27
C -0.91 -0.76 -1.84  1.12
C -0.42 -0.87 -0.47  0.95
O 0.11 -1.98 -0.13  -0.45
N -0.59 0.20 0.35  1.90
C -0.22 0.10 1.79  0.05
H -1.86 -0.25 -1.98  -0.29
H -1.03 -1.80 -2.14  -0.98
H -0.11 -0.38 -2.47  -0.93
H -1.07 1.02 0.01  -0.58
H -1.10 0.17 2.44  0.07
H 0.62 0.75 2.04  -0.16
H 0.03 -0.94 1.99  -0.50
C 2.94 1.13 0.49  1.74
C 2.34 2.41 0.08  -0.07
O 2.31 3.32 0.90  -0.63
N 1.98 2.57 -1.18  0.32
C 2.23 1.68 -2.33  -1.07
H 2.28 0.29 0.33  -0.56
H 3.16 1.24 1.56  -1.54
H 3.91 1.08 -0.01  0.49
H 1.52 3.46 -1.33  0.36
H 2.04 2.25 -3.24  0.53
H 1.54 0.85 -2.37  -0.07
H 3.26 1.32 -2.37  0.33
C -4.00 1.68 -5.73  -0.10
C -2.82 2.67 -6.01  0.38
O -2.36 3.48 -5.19  -0.67
N -2.30 2.62 -7.20  -0.18
C -1.04 3.28 -7.61  -0.97
H -4.77 2.29 -5.26  -0.11
H -3.66 1.02 -4.93  -0.17
H -4.40 1.19 -6.61  0.54
H -2.57 1.83 -7.77  0.26
H -0.47 3.91 -6.92  0.32
H -1.33 3.83 -8.50  0.37
H -0.29 2.59 -8.01  0.31

The LUMO energy comes out at -0.575 eV. As for the total charge: 0. As for the HOMO energy: -8.522 eV.